Computed, not measured: one molecule with the formula C6H16O3P2, with the ωB97M-V functional and the def2-TZVPD basis.

Geometry as XYZ:
```
27
Properties=species:S:1:pos:R:3:forces:R:3
C -1.56489 0.80913 -2.25392 -0.01 -0.06 -0.01
C -1.41858 1.95031 -1.24175 0.05 0.10 0.01
O -0.40942 1.70722 -0.27282 0.05 -0.09 -0.05
C 0.89953 1.77939 -0.79655 -0.05 0.06 -0.02
C 1.83525 1.11596 0.17759 0.05 0.00 0.06
O 1.66662 -0.30223 0.11925 -0.08 0.08 0.06
P 1.20524 -1.08429 1.50696 -0.04 -0.01 -0.10
C -0.59847 -1.38978 1.21742 -0.02 -0.03 0.08
C -1.47160 -0.42933 2.02432 -0.01 0.12 0.06
P 1.98424 -3.05347 0.84463 0.02 -0.07 0.09
O 2.81200 -3.76914 1.84516 -0.03 -0.02 -0.05
H -0.92671 -0.02636 -1.95755 -0.05 0.02 0.01
H -1.28377 1.09923 -3.26669 0.01 0.01 0.04
H -2.59084 0.44322 -2.28555 0.01 0.01 -0.02
H -2.33379 2.08678 -0.66736 0.00 -0.04 -0.01
H -1.20764 2.89949 -1.74843 -0.03 0.00 -0.01
H 0.96417 1.26994 -1.76483 0.04 0.00 0.02
H 1.19528 2.82733 -0.94099 -0.01 0.01 0.00
H 1.62691 1.48418 1.18775 0.04 0.01 -0.02
H 2.87338 1.35064 -0.06727 -0.02 -0.01 -0.06
H -0.79906 -1.28330 0.14905 0.08 -0.06 -0.03
H -0.81929 -2.42592 1.49355 -0.01 0.04 0.01
H -1.21611 0.60975 1.80797 0.00 -0.07 -0.02
H -2.52769 -0.56569 1.78454 0.01 -0.04 0.01
H -1.34728 -0.59056 3.09705 0.01 -0.01 -0.04
H 2.60664 -2.74929 -0.38562 0.02 0.06 0.02
H 0.84586 -3.76322 0.39405 -0.02 0.00 -0.01
```
Positions in Å, forces in eV/Å.

Properties
HOMO-LUMO gap ... 0.367 hartree
Net charge ... 0
E_HOMO ... -9.136 eV
LUMO ... 0.857 eV
SMILES ... CCOCCOP(CC)[PH2]=O
Total energy ... -1146.6181 a.u.
Energy above the lowest of the compared OMol25 structures with the same formula, charge and spin ... 257.2 kJ/mol



Computed, not measured: C36H64AlO20 as an isolated structure, with the ωB97M-V functional and the def2-TZVPD basis.

Geometry as XYZ:
```
121
Properties=species:S:1:pos:R:3:forces:R:3
C -0.91882 -0.01823 4.03018 4.30 -5.52 -6.42
C -0.28599 -0.76643 2.99827 -4.92 5.04 5.89
C 0.11548 -1.38128 1.51416 0.11 -0.20 1.55
C -0.52518 -0.55965 0.24869 2.98 0.70 -0.73
C -0.05298 0.99494 0.45945 -0.25 1.03 -0.02
C 0.56039 1.68851 -0.92970 -0.04 -1.29 0.39
O 0.76840 3.13254 -0.57974 3.84 -0.09 -0.58
C 2.20219 3.45477 -0.86372 0.68 0.73 -5.70
C 3.33622 3.59490 0.33177 0.19 -0.26 -0.17
O 2.56994 3.63470 -2.14263 -2.17 -1.12 8.07
O 0.38642 -0.98986 -0.86352 -2.55 -0.72 1.14
Al -0.31461 -2.59212 -1.58073 -0.62 1.58 1.19
C 0.73361 -4.11844 -0.63167 0.17 -0.35 -0.60
C 2.31091 -3.74421 -0.37668 0.22 -0.59 0.86
C 3.15095 -3.37489 -1.75244 0.61 0.46 0.19
C 4.22672 -2.12786 -1.47236 3.42 -1.50 1.84
O 5.41356 -2.44157 -0.92474 -6.78 2.62 -3.35
O 3.76789 -0.76967 -1.81616 2.86 -3.16 1.04
C 4.86305 0.21200 -1.78097 0.95 2.01 -0.26
C 5.79734 0.20700 -3.16748 -0.45 0.87 0.03
C -0.50248 -2.75854 -3.61997 0.70 -0.20 -1.37
C 0.57503 -1.83618 -4.46698 0.11 -2.71 -4.59
O 1.02241 -2.31501 -5.64506 -1.85 3.65 7.28
O 0.94447 -0.53051 -3.89227 -2.28 -1.91 -2.24
O -2.02434 -2.16883 -0.91461 1.01 1.96 1.18
C -2.11375 -0.86329 -0.17847 1.31 -4.21 -1.10
C -3.13911 -1.24124 1.04069 -0.78 0.48 0.83
C -4.46468 -2.10057 0.60770 -0.98 0.42 0.51
C -5.60081 -1.21322 -0.22522 -0.35 -1.32 0.32
C -5.51407 -1.39044 -1.85228 -1.22 -0.72 -0.33
C -6.49834 -0.29565 -2.62148 1.07 0.44 -0.14
C -5.74493 0.39268 -3.94606 -0.77 0.74 1.53
O -5.16342 -0.60465 -4.86024 0.72 1.53 0.63
C -3.73966 -0.32841 -5.14588 0.57 0.28 1.04
O -2.53057 0.03610 -1.26267 -0.49 1.37 2.86
C -3.20705 1.24513 -0.77434 -0.42 1.41 -1.10
C -2.69745 2.64298 -1.53984 -2.07 0.20 0.50
C -3.99300 3.68992 -1.38729 0.00 -0.78 0.88
O -2.43918 2.45700 -2.97579 -0.29 -0.87 1.08
H -1.34411 0.34326 5.06297 1.25 -0.98 -2.68
H -0.13691 -2.53965 1.49906 0.25 2.53 0.12
H 1.30507 -1.32125 1.43907 -2.78 0.15 0.04
H 0.80905 1.13257 1.27259 -1.91 -0.64 -1.69
H -0.96812 1.62830 0.88118 2.01 -1.06 -1.03
H -0.14375 1.54163 -1.85729 1.29 0.61 1.93
H 1.61995 1.28212 -1.21859 -2.31 0.23 0.66
H 3.01193 3.08547 1.34974 0.47 1.27 -2.25
H 3.63857 4.73627 0.47906 -1.00 -2.47 -0.30
H 4.33953 3.06264 -0.03211 -2.42 1.08 0.59
H 0.69652 -5.03694 -1.36910 0.18 1.40 1.58
H 0.13344 -4.40078 0.34390 1.53 0.34 -1.72
H 2.81861 -4.70601 0.10282 -0.76 2.10 -1.02
H 2.47757 -2.87588 0.41252 -0.63 -1.73 -1.73
H 3.80107 -4.34097 -2.00636 -1.29 2.45 0.30
H 2.47540 -3.07563 -2.66158 1.19 -0.59 1.82
H 5.52117 0.16858 -0.79719 -1.52 -0.37 -2.25
H 4.34933 1.28374 -1.76904 0.76 -2.48 0.02
H 6.92412 0.49432 -2.92265 -2.40 -0.95 -0.44
H 5.69397 -0.79379 -3.77695 0.37 1.96 1.43
H 5.39292 1.09476 -3.84991 0.80 -2.06 1.37
H -0.25654 -3.88465 -3.88983 -0.41 2.32 0.12
H -1.60628 -2.57304 -4.02538 2.38 -0.09 0.83
H 0.08919 0.02014 -3.96633 1.76 -1.21 0.51
H -3.54449 -0.27051 1.60532 0.90 -1.96 -1.18
H -2.60161 -1.87473 1.89817 -0.76 1.50 -2.21
H -5.01014 -2.40016 1.62684 1.28 0.67 -2.03
H -4.25185 -3.11043 0.05648 -0.09 2.16 0.91
H -6.64791 -1.68368 0.10293 2.09 1.13 -0.76
H -5.61614 -0.10802 0.15863 0.21 -1.97 -0.90
H -4.42887 -1.42779 -2.29330 -2.02 0.41 1.10
H -5.99564 -2.45570 -2.09462 1.23 2.18 0.58
H -7.53983 -0.73238 -2.92921 2.04 0.68 0.63
H -6.67361 0.58032 -1.84915 0.16 -1.54 -1.67
H -4.94780 1.13837 -3.47937 -1.29 -1.68 -1.15
H -6.54881 1.10023 -4.47309 1.74 -1.67 0.70
H -3.63367 0.83091 -5.26709 0.08 -2.14 -0.27
H -3.10005 -0.63751 -4.20493 -1.14 0.56 -1.64
H -3.31305 -0.95392 -6.05068 -1.35 1.41 1.71
H -3.08052 1.46315 0.36932 -0.39 -0.73 -2.16
H -4.35006 1.13861 -1.10225 2.30 0.23 1.02
H -1.81137 3.16843 -0.97918 -1.33 -1.32 -1.50
H -4.96481 3.23774 -1.91000 2.23 1.09 0.85
H -4.25786 3.72315 -0.23074 0.55 0.12 -2.28
H -3.74145 4.77693 -1.74829 -0.52 -2.25 0.56
H -2.82300 1.60210 -3.32977 0.60 1.30 1.18
C 6.27783 -0.85853 1.44779 -0.24 -0.36 -0.52
O 6.91497 -0.68609 2.71215 0.24 1.32 0.81
C 6.95702 0.59921 3.14534 -0.28 -0.04 -0.49
O 6.50884 1.56980 2.55554 0.66 -1.25 0.89
O 7.58439 0.61736 4.34841 -0.36 -0.11 -0.75
C 7.70206 1.91464 4.92928 0.04 0.39 0.19
H 6.30111 -1.92336 1.20006 0.11 0.31 0.26
H 5.23179 -0.53915 1.49586 0.21 0.08 -0.05
H 6.81558 -0.31159 0.66674 -0.12 -0.04 0.23
H 6.71301 2.34494 5.11661 0.19 0.00 -0.18
H 8.29677 2.57255 4.28736 -0.25 -0.06 0.04
H 8.21872 1.81038 5.88742 -0.11 -0.23 -0.24
C 9.93586 6.11007 9.84574 0.11 0.39 0.31
O 9.54785 5.08319 8.93511 0.45 -0.96 -0.05
C 10.26642 3.93749 9.04661 0.33 -0.09 0.28
O 11.17731 3.73606 9.83432 -1.31 0.30 -1.13
O 9.79592 3.05487 8.12959 0.22 0.85 0.65
C 10.46352 1.79452 8.13190 0.25 -0.50 -0.02
H 9.29588 6.97879 9.66814 -0.01 -0.35 -0.19
H 9.79249 5.78278 10.88056 0.19 0.00 -0.19
H 10.97518 6.40706 9.67262 -0.14 -0.18 0.14
H 10.34125 1.29462 9.09813 0.16 0.17 -0.13
H 11.52404 1.91896 7.89026 -0.17 0.00 0.21
H 10.00636 1.16845 7.36061 -0.08 0.35 0.10
C -12.92663 -3.34827 -1.14312 -0.38 0.03 0.26
O -11.71120 -3.48336 -1.87711 0.17 0.50 -0.85
C -11.64579 -2.71635 -2.99462 -0.16 0.28 -0.23
O -12.51364 -1.95631 -3.39458 1.18 -1.08 0.59
O -10.44749 -2.94178 -3.59006 -1.00 0.04 0.68
C -10.23778 -2.19598 -4.78755 0.16 0.27 -0.48
H -12.86964 -4.00559 -0.27107 0.27 0.05 -0.28
H -13.05262 -2.31939 -0.79091 -0.06 -0.15 -0.21
H -13.78189 -3.65791 -1.75223 0.14 0.22 0.05
H -10.25620 -1.12103 -4.58113 -0.16 -0.20 -0.06
H -10.98561 -2.45953 -5.54245 0.03 0.17 0.21
H -9.24946 -2.45422 -5.17790 -0.17 -0.12 0.34
```
Positions in Å, forces in eV/Å.

Properties
HOMO-LUMO gap ... 0.279 hartree
Net charge ... -1
E_HOMO ... -5.856 eV
LUMO ... 1.729 eV
Total energy ... -3156.8841 a.u.



Computed, not measured: one molecule with the formula C3H5Cl3NO2P, with the ωB97M-V functional and the def2-TZVPD basis.

Geometry as XYZ:
```
15
Properties=species:S:1:pos:R:3:forces:R:3
O -0.91534 1.07084 1.33211 1.82 1.32 5.48
C -0.19632 0.72817 0.18014 -0.63 1.64 -2.51
C -0.60511 -0.93438 -0.24212 -1.37 2.74 5.17
O -0.44908 -1.56183 1.10207 1.02 -0.65 -0.45
P -0.61092 -1.34017 2.65385 2.09 -1.19 -0.07
Cl 0.05712 -3.38123 3.13186 -0.71 0.98 0.03
N 1.14226 -0.79739 2.99934 -2.00 -0.81 -1.26
C 1.31511 0.17574 3.69849 1.65 1.25 1.44
Cl 3.01651 0.74535 3.99747 -1.15 -0.09 -0.10
Cl 0.15058 1.12684 4.63238 0.27 -0.06 -0.26
H -0.30490 1.81625 1.87246 -2.59 -3.22 -1.96
H 0.83785 1.05521 0.32206 0.25 -1.23 -0.39
H -0.72378 1.66746 -0.24226 1.29 -2.25 -2.70
H -0.44892 -1.81066 -0.86692 1.19 1.10 -0.94
H -1.65704 -0.83550 -0.09021 -1.14 0.48 -1.49
```
Positions in Å, forces in eV/Å.

Properties
HOMO-LUMO gap ... 0.357 hartree
Net charge ... 0
E_HOMO ... -9.515 eV
LUMO ... 0.202 eV
SMILES ... OCCOP(Cl)N=C(Cl)Cl
Total energy ... -2044.3652 a.u.
Energy above the lowest of the compared OMol25 structures with the same formula, charge and spin ... 490.4 kJ/mol